Record 1
Density functional theory data (the ωB97M-V functional and the def2-TZVPD basis) for C28H25BrNO3PtS as an isolated structure.

The geometry in XYZ format:
```
60
Properties=species:S:1:pos:R:3:nbo_charge:R:1
Pt 0.1057 -0.3368 -1.1519 0.22
Br 2.9895 1.1423 -2.5493 0.06
C 1.3234 1.8936 -3.0358 0.17
C 1.2631 2.6155 -4.2127 -0.30
C 0.0533 3.2247 -4.5178 -0.17
C -0.9973 3.1306 -3.6292 -0.23
C -0.8509 2.3573 -2.4765 0.16
N 0.2982 1.7143 -2.2155 -0.52
C -2.0307 2.2835 -1.4767 0.73
O -2.6939 3.3355 -1.4555 -0.74
O -2.1566 1.2178 -0.8660 -0.73
H 2.1347 2.6932 -4.8452 0.23
H -0.0490 3.7899 -5.4368 0.21
H -1.9374 3.6414 -3.7691 0.25
C -0.9737 -4.4166 -1.6982 -0.60
C -1.2653 -2.9214 -1.5023 -0.21
C -1.9760 -2.3872 -2.7475 -0.60
C 0.0256 -2.1182 -1.2969 -0.22
C -2.0907 -2.7271 -0.2350 0.01
C -1.5713 -3.1914 0.9761 -0.15
C -2.2760 -3.0519 2.1585 -0.24
C -3.5185 -2.4260 2.1597 -0.24
C -4.0284 -1.9364 0.9699 -0.20
C -3.3205 -2.0857 -0.2180 -0.20
H -0.3562 -4.5645 -2.5869 0.20
H -1.8982 -4.9856 -1.8242 0.20
H -0.4360 -4.8316 -0.8460 0.21
H -1.3298 -2.5122 -3.6173 0.21
H -2.1940 -1.3241 -2.6418 0.24
H -2.9046 -2.9371 -2.9280 0.19
H 0.8930 -2.7940 -1.2478 0.14
H -0.5794 -3.6255 1.0019 0.21
H -1.8433 -3.4112 3.0847 0.20
H -4.0687 -2.3045 3.0843 0.20
H -4.9765 -1.4125 0.9611 0.20
H -3.7246 -1.6577 -1.1230 0.22
O 1.6791 -1.5782 1.5578 -1.00
S 2.0726 -0.3066 0.8604 1.29
C 3.2585 0.4146 2.0605 -0.14
C 4.1630 1.3636 1.6128 -0.25
C 5.0806 1.9170 2.4955 -0.22
C 5.0961 1.5078 3.8213 -0.23
C 4.1970 0.5415 4.2568 -0.20
C 3.2790 -0.0110 3.3775 -0.24
C 0.7800 0.9042 1.1650 -0.32
C 0.8906 2.1936 0.6571 -0.22
C -0.1321 3.0970 0.8919 -0.21
C -1.2485 2.7066 1.6204 -0.17
C -1.3479 1.4174 2.1165 -0.21
C -0.3313 0.5010 1.8894 -0.14
H 4.1544 1.6661 0.5720 0.22
H 5.7857 2.6606 2.1470 0.21
H 5.8113 1.9343 4.5127 0.20
H 4.2148 0.2162 5.2897 0.20
H 2.5803 -0.7768 3.6873 0.24
H 1.7529 2.4772 0.0662 0.22
H -0.0812 4.0917 0.4707 0.22
H -2.0662 3.4014 1.7529 0.22
H -2.2394 1.1017 2.6412 0.21
H -0.3882 -0.5212 2.2321 0.24
```

Kohn-Sham gap, eV: 6.2
Charge: -1
E_LUMO, eV: 2.5
Energy above the lowest of the compared OMol25 structures with the same formula, charge and spin, kcal/mol: 6.9


Record 2
Density functional theory data (the ωB97M-V functional and the def2-TZVPD basis) for C10H8ClN2O2 as an isolated structure.

The geometry in XYZ format:
```
23
Properties=species:S:1:pos:R:3:nbo_charge:R:1
C 2.7004 -1.7687 0.5430 -0.16
C 2.6969 -1.2268 1.8032 -0.20
C 1.4060 -2.0848 -0.1677 -0.16
C 1.5528 -0.4547 2.2282 -0.14
C 0.2899 -1.5505 0.2984 -0.23
C 0.4323 -0.7396 1.4969 -0.18
C -2.6286 1.9961 -1.0885 -0.02
C -2.0096 1.5172 0.0715 -0.03
C -0.6677 0.2843 1.5122 0.78
C -0.8434 0.6172 -1.3430 0.45
N -1.7844 1.4418 -2.0966 -0.04
N -1.0296 0.6156 -0.0331 -0.46
O -1.4018 0.6729 2.3930 -0.43
O -1.7882 1.4817 -3.5424 -0.49
Cl 0.9033 0.5179 -2.1182 0.04
H 3.5230 -2.2693 0.0501 0.24
H 3.7175 -1.0154 2.3449 0.25
H 1.4308 -2.8375 -0.9716 0.24
H 1.5111 0.1501 3.1111 0.25
H -0.7183 -1.5779 -0.1741 0.23
H -3.5219 2.4948 -1.2736 0.27
H -2.5328 1.6104 0.9781 0.27
H -1.2378 2.1253 -4.0220 0.52
```

Kohn-Sham gap, eV: 8.2
Charge: +1
E_LUMO, eV: -5.0


Record 3
Density functional theory data (the ωB97M-V functional and the def2-TZVPD basis) for C38H38CaCl3Ge2N3O3 as an isolated structure.

The geometry in XYZ format:
```
88
Properties=species:S:1:pos:R:3:mulliken_charge:R:1
Ca 0.2784 0.5866 2.2995 1.78
O -7.1137 -0.2331 2.8383 -0.71
C -6.4286 0.7280 2.5251 0.68
O -6.9383 1.8462 2.2078 -0.73
C -5.0058 0.7000 2.3872 -1.05
C -4.2120 -0.3712 2.7481 -0.92
C -2.7960 -0.2664 2.8222 0.81
N -2.0849 0.8009 2.3937 -0.31
C -2.8878 1.8125 1.9052 0.93
C -4.2869 1.7901 1.8582 -0.55
C -2.1768 3.0274 1.6134 -0.16
C -2.8741 4.2832 1.5879 -0.86
C -2.1921 5.3800 1.0785 -0.45
C -0.8787 5.2311 0.6564 -0.67
C -0.2131 4.0216 0.8565 -0.51
N -0.8086 2.9579 1.4369 0.49
C -2.0365 -1.4278 3.3001 0.45
C -2.7085 -2.5124 3.8665 -0.75
C -1.9458 -3.6054 4.2825 -0.70
C -0.5664 -3.5498 4.0986 -0.73
C 0.0693 -2.4694 3.5199 -0.50
N -0.6602 -1.3963 3.1578 0.16
H -4.6019 -1.3301 3.0534 0.48
H -4.7336 2.6593 1.3483 0.59
H -3.9447 4.3285 1.8796 0.55
H -2.6840 6.3503 1.0873 0.43
H -0.3943 6.0926 0.1669 0.37
H 0.8095 3.9386 0.5350 0.52
H -3.7916 -2.4189 3.9918 0.48
H -2.4307 -4.4711 4.6766 0.49
H 0.0118 -4.3607 4.4520 0.48
H 1.1374 -2.5203 3.3369 0.54
C -3.2965 -0.9839 -1.8087 -0.90
C -2.3328 -2.1725 -1.7431 -0.63
Ge -0.4262 -1.8290 -1.4514 0.15
C 0.3356 -3.2714 -0.3292 0.05
C 0.3095 -4.5971 -1.0764 -1.39
C 0.4921 -1.9825 -3.2550 -0.74
C 1.1775 -0.8668 -3.5683 -0.01
Ge 1.0100 0.3273 -2.0111 0.20
C 0.4506 2.0677 -2.8613 -0.69
C -0.9717 2.2323 -3.3972 -1.13
C 2.7579 0.7665 -1.2790 -0.57
C 3.7984 -0.3603 -1.2399 -0.90
C 1.6337 -0.5341 -4.9547 0.06
C 2.9499 -0.0282 -5.1844 0.02
C 3.4248 -0.0660 -6.4898 -0.54
C 2.5981 -0.4247 -7.5667 -0.38
C 1.2429 -0.6666 -7.3779 -0.71
C 0.8016 -0.7964 -6.0591 -0.28
H -4.2463 -1.4114 -2.1932 0.37
H -2.9745 -0.2026 -2.4647 0.26
H -3.4956 -0.5709 -0.7988 0.16
H -2.3055 -2.7397 -2.7273 0.47
H -2.5992 -2.8833 -0.9318 0.37
H -0.2759 -3.2697 0.6149 0.03
H 1.3850 -3.0028 -0.0650 0.29
H -0.6637 -4.7945 -1.5171 0.33
H 0.5553 -5.4182 -0.3816 0.39
H 1.0828 -4.5904 -1.8539 0.35
H 0.4676 -2.8774 -3.8998 0.53
H 1.2084 2.2371 -3.6042 0.56
H 0.5511 2.7772 -2.0284 0.22
H -1.2485 1.5560 -4.2196 0.25
H -1.1004 3.2427 -3.7803 0.43
H -1.6790 2.1412 -2.5544 0.19
H 2.5858 1.2462 -0.3102 0.44
H 3.1197 1.5419 -2.0203 0.53
H 4.0712 -0.5987 -0.2047 0.07
H 4.6997 -0.0656 -1.8193 0.28
H 3.4045 -1.3163 -1.6747 0.27
H 3.5624 0.2752 -4.3371 0.25
H 4.4935 0.1319 -6.6606 0.34
H 3.1359 -0.6373 -8.4993 0.34
H 0.5958 -0.8209 -8.2589 0.36
H -0.2265 -1.0989 -5.8100 0.36
Cl 5.7878 1.3872 7.2003 -0.22
C 4.9129 1.0867 5.7248 0.04
C 3.7013 1.7066 5.5051 -0.81
C 2.8250 1.2969 4.5139 1.15
Cl 1.2477 2.1252 4.6011 -0.28
C 3.1670 0.2903 3.5638 -0.39
O 2.3968 -0.0741 2.5818 -0.33
C 4.5577 -0.2227 3.7217 0.17
Cl 5.3727 -1.2776 2.5829 -0.22
C 5.3932 0.1755 4.7459 -0.63
H 3.3092 2.5173 6.1039 0.45
H 6.3588 -0.2782 4.8404 0.46
```

Kohn-Sham gap, eV: 6.1
E_LUMO, eV: -1.5
Energy above the lowest of the compared OMol25 structures with the same formula, charge and spin, kcal/mol: 3.6


Record 4
Density functional theory data (the ωB97M-V functional and the def2-TZVPD basis) for an isolated ion of composition C7H12N3O2S and charge +1.

The geometry in XYZ format:
```
25
Properties=species:S:1:pos:R:3:nbo_charge:R:1
C 0.5991 -0.2311 0.1822 -0.11
C 0.4693 0.8060 -0.7886 0.33
C -0.4836 -0.1603 1.0596 0.08
C 0.2133 -0.2387 -2.8950 -0.60
C -2.4565 1.4895 1.1406 -0.44
C 0.7865 -1.7938 2.8328 -0.74
C 1.0500 0.8299 -2.1629 -0.45
N -0.5872 1.5354 -0.3893 -0.32
N -1.2812 0.9081 0.6010 -0.15
N 1.5643 -1.2809 0.0626 0.52
O 2.6880 -0.9267 -0.1137 -0.33
O 1.2664 -2.4472 0.0198 -0.35
S -0.8559 -1.0603 2.4700 0.38
H 0.5240 -1.2846 -2.7095 0.24
H 0.3831 -0.0919 -3.9063 0.25
H -0.7227 -0.2268 -2.3771 0.21
H -2.7011 1.0792 2.1426 0.26
H -2.3220 2.5314 1.2126 0.23
H -3.3548 1.3156 0.4514 0.24
H 0.5811 -2.0819 3.8444 0.25
H 1.6322 -0.9790 2.7886 0.25
H 0.9624 -2.6849 2.0948 0.28
H 0.8236 1.8909 -2.6078 0.23
H 2.1131 0.7350 -2.0069 0.27
H -0.8914 2.3670 -0.9458 0.46
```

Kohn-Sham gap, eV: 9.4
Charge: +1
E_LUMO, eV: -3.9
Energy above the lowest of the compared OMol25 structures with the same formula, charge and spin, kcal/mol: 92.3